Record 1
# C5H7NO

A structure of composition C5H7NO (ωB97M-V/def2-TZVPD, the OMol25 dataset).

Structure (ORCA input):
```
! wB97M-V def2-TZVPD RIJCOSX def2/J DEFGRID3
* xyz 0 1
O 2.01335 -0.74140 -0.99445
C 1.23191 -0.58622 -0.08636
C 0.22639 0.52489 -0.08748
C -1.24904 0.28692 -0.00138
C -1.57508 -0.86853 0.90926
C -0.84710 -0.28512 1.86366
N -0.52612 0.93631 1.11757
H 1.76490 0.74523 -2.75568
H 1.23744 -1.25783 0.79065
H 0.52042 1.36908 -0.70902
H -1.93987 0.86201 -0.61142
H 1.56801 1.26082 -3.25688
H -2.13434 -1.78734 0.79232
H -0.47149 -0.52487 2.85261
*
```

Output
HOMO energy ... -9.4 eV
E_LUMO ... 0.75 eV

natural (NBO) atomic charge list, values in e, 6 entries: atom 1 (O): -0.5070, atom 2 (C): 0.4171, atom 3 (C): -0.1704, atom 4 (C): -0.0875, atom 5 (C): -0.2635, atom 6 (C): -0.0420

=====

Record 2
# C2H4FPS

A cluster of 2 separate species, C2H4FPS in total at a distorted geometry (ωB97M-V/def2-TZVPD, the OMol25 dataset).

Structure (ORCA input):
```
! wB97M-V def2-TZVPD RIJCOSX def2/J DEFGRID3
* xyz 0 1
C 3.28159 -0.42892 0.37101
C -0.70676 -0.00689 -0.95293
F 4.21587 -1.18750 -0.20897
P -0.11110 -1.58066 -0.11772
S 3.18665 1.15638 0.10774
H 0.14688 0.78100 -1.13501
H -1.34558 0.53723 -0.38271
H -1.13305 -0.34610 -1.96481
H 0.83284 -1.13413 0.76391
*
```

Output
HOMO energy (spin up / spin down) ... -9.5 / -8.4 eV
E_LUMO (spin up / spin down) ... -1.02 / -1.95 eV

natural (NBO) atomic charge list, values in e, 6 entries: atom 1 (C): 0.2333, atom 2 (C): -0.9547, atom 3 (F): -0.3164, atom 4 (P): 0.3512, atom 5 (S): 0.0708, atom 6 (H): 0.2335

=====

Record 3
# C24H24AsF6IrN6OS

A structure of composition C24H24AsF6IrN6OS (ωB97M-V/def2-TZVPD, the OMol25 dataset).

Structure (ORCA input):
```
! wB97M-V def2-TZVPD RIJCOSX def2/J DEFGRID3
* xyz -1 2
Ir -0.35156 -0.11496 0.35160
C -1.08702 -6.21842 -2.85952
C -1.33938 -4.97278 -2.05351
C -2.48968 -4.20760 -2.23946
C -2.67528 -3.01996 -1.56249
C -1.74530 -2.54525 -0.62850
N -1.91527 -1.30434 -0.02389
C -3.14058 -0.98094 0.53163
C -3.98705 -1.95198 1.08479
C -5.17281 -1.61950 1.70896
C -5.57139 -0.29300 1.84727
C -6.81490 0.08144 2.60754
C -4.74619 0.67862 1.30398
C -3.57738 0.35124 0.62912
N -2.86683 1.41424 -0.00607
C -3.39709 2.53996 -0.53700
C -2.36226 3.33997 -0.95233
C -1.19679 2.62448 -0.64674
N -1.52266 1.47140 -0.07641
C -0.62009 -3.35033 -0.40464
C -0.40940 -4.51556 -1.13560
N 0.33691 -3.01892 0.59412
C 1.08529 -3.89512 1.30216
C 2.03325 -3.18404 1.98848
C 1.79315 -1.84509 1.65486
N 0.77444 -1.75708 0.81359
H -2.02419 -6.67079 -3.18444
H -0.53592 -6.96126 -2.28164
H -0.50058 -5.99686 -3.75422
H -3.23746 -4.53359 -2.95369
H -3.55615 -2.41779 -1.74739
H -3.68206 -2.98915 1.03051
H -5.78649 -2.40815 2.13002
H -7.54381 -0.72928 2.58954
H -7.28724 0.96932 2.18541
H -6.58595 0.29665 3.65384
H -5.00868 1.72433 1.41147
H -4.46340 2.66877 -0.58866
H -2.42834 4.30178 -1.42755
H -0.16048 2.87064 -0.82292
H 0.50856 -5.06980 -0.97895
H 0.87296 -4.94880 1.26610
H 2.77622 -3.56532 2.66510
H 2.28278 -0.94289 1.98231
F 1.36052 1.46222 0.05752
As 3.10916 3.32902 -0.89780
F 2.08149 4.00252 0.36918
F 1.69600 3.13113 -1.95883
F 3.31782 4.93599 -1.52462
F 4.14192 2.72951 -2.19713
F 4.54657 3.55160 0.09914
S 0.16724 1.08409 5.10110
C 0.09003 0.77819 3.49953
N 0.06102 0.56296 2.35260
C 3.12110 1.96093 2.14260
O 3.38126 1.12429 1.00646
C 2.79116 1.45527 -0.17641
C 3.07403 0.36934 -1.17860
H 3.68922 2.88566 2.06472
H 3.44632 1.38323 3.00584
H 2.05976 2.17431 2.23615
H 4.12574 0.09901 -1.10664
H 2.85744 0.70031 -2.18994
H 2.45731 -0.49756 -0.93500
*
```

Output
HOMO energy (spin up / spin down) ... -4.7 / -4.8 eV
E_LUMO (spin up / spin down) ... 2.20 / 2.19 eV

natural (NBO) atomic charge list, values in e, 6 entries: atom 1 (Ir): 0.9394, atom 2 (C): -0.6203, atom 3 (C): -0.0528, atom 4 (C): -0.2022, atom 5 (C): -0.2190, atom 6 (C): 0.1476

=====

Record 4
# C27H16F9N4OS3TbTe

A structure of composition C27H16F9N4OS3TbTe at a distorted geometry (ωB97M-V/def2-TZVPD, the OMol25 dataset).

Structure (ORCA input):
```
! wB97M-V def2-TZVPD RIJCOSX def2/J DEFGRID3
* xyz 0 7
Tb 8.71012 9.84659 11.24770
N 10.19515 11.55368 15.49826
C 11.42824 11.04294 15.16974
C 12.56186 10.95578 15.94075
C 13.65798 10.37994 15.30954
C 13.62414 9.93185 14.01212
C 12.48537 10.01539 13.22457
C 11.36462 10.56584 13.85294
N 10.06256 10.74871 13.39308
C 9.36506 11.29828 14.36986
C 7.96152 11.56198 14.30529
C 7.11958 12.15911 15.27375
S 5.45233 12.00864 14.83998
C 5.96015 11.05136 13.45680
N 7.24899 10.95160 13.25366
H 10.03910 12.23282 16.21020
H 12.68591 11.32884 16.95255
H 14.59169 10.31113 15.80702
H 14.52192 9.47704 13.56643
H 12.47076 9.59946 12.24323
H 7.42028 12.53853 16.17144
H 5.20740 10.59980 12.85004
S 6.84984 7.84191 12.26711
C 6.79252 7.59994 10.60447
N 7.45318 8.37499 9.79829
C 7.45036 7.92274 8.50448
C 8.18811 8.48830 7.42262
C 8.03229 7.90706 6.20174
C 7.25388 6.75573 6.01090
C 6.56586 6.18228 7.00890
C 6.61734 6.79242 8.25084
S 5.97353 6.26188 9.76663
H 8.74923 9.46869 7.49618
H 8.61128 8.37214 5.41041
H 7.13003 6.26001 5.01691
H 5.97818 5.32992 6.75985
F 6.95777 14.85939 9.47644
C 7.08996 13.77862 10.32657
F 5.93535 13.54832 10.97396
F 7.98444 14.08821 11.30754
C 7.58030 12.60501 9.42339
O 8.26936 11.68512 10.15551
C 8.61919 13.13254 8.34948
F 9.39260 12.10531 7.91911
F 8.09349 13.69434 7.24886
F 9.43979 13.96301 8.94666
C 6.38537 11.88163 8.81223
F 5.74788 11.11521 9.78725
F 5.45125 12.67419 8.35712
F 6.72940 11.01468 7.86289
Te 11.16223 8.38137 10.20791
C 11.73399 9.90060 8.88502
C 11.98405 9.66390 7.50010
C 12.42623 10.73668 6.68986
C 12.70000 11.99108 7.22865
C 12.49996 12.14959 8.61758
C 12.03919 11.13368 9.35265
H 11.73036 8.63404 7.13625
H 12.48093 10.64543 5.53759
H 13.11889 12.80547 6.63383
H 12.67347 13.13125 9.06330
H 11.90638 11.33783 10.35066
*
```

Output
HOMO energy (spin up / spin down) ... -7.2 / -7.2 eV
E_LUMO (spin up / spin down) ... -0.93 / -0.93 eV

Mulliken atomic charge list, values in e, 6 entries: atom 1 (Tb): 1.1652, atom 2 (N): -0.0904, atom 3 (C): 0.9260, atom 4 (C): -1.0599, atom 5 (C): -0.4156, atom 6 (C): -0.8423

=====

Energy above the lowest of the compared OMol25 structures with the same formula, charge and spin? In order: 110.38 77.27 7.95 47.92 kcal per mole.